Entry 1:
17
Properties=species:S:1:pos:R:3 method="wB97M-V/def2-TZVPD" lumo_ev=0.9429 smiles=N[C@H](c1ccco1)C(F)F e_homo_ev=-8.796 homo_lumo_gap_ev=9.7
C 2.1805 -1.4164 -0.1593
C 0.7593 -1.2786 -0.2962
C 2.6129 -0.2112 0.2786
C 0.4896 -0.0241 0.0869
C -0.9993 0.7361 0.3585
C -2.1895 -0.1762 0.1588
N -1.2350 2.0172 -0.2932
O 1.6018 0.6615 0.3418
F -2.0693 -0.6616 -1.0927
F -2.2270 -1.2339 0.9577
H 2.8102 -2.3009 -0.1382
H 0.2888 -1.9844 -0.8745
H 3.6170 0.1148 0.4561
H -0.8134 0.7713 1.5133
H -3.1870 0.4832 0.1229
H -0.6232 2.7194 -0.1195
H -1.0164 1.7839 -1.3010

Entry 2:
17
Properties=species:S:1:pos:R:3 method="wB97M-V/def2-TZVPD" lumo_ev="0.7560 / -1.7676" e_homo_ev="-6.090 / -8.942" spin_multiplicity=3 homo_lumo_gap_ev="6.8 / 7.2"
C 1.4556 0.5338 -0.8100
C 0.7908 -0.7235 -1.0779
C 1.0537 1.2064 0.3823
C 0.0999 -1.3801 -0.0755
C 0.1604 0.6140 1.2456
C -0.2949 -0.7207 1.0705
N -2.9032 -1.4786 0.5490
N -2.2680 -0.4964 0.4283
F -0.5343 -2.6244 -0.3320
S -2.1192 0.4000 -0.9446
H 2.1588 0.9510 -1.5284
H 0.9017 -1.2436 -2.0340
H 1.3585 2.2371 0.5491
H -0.0414 1.1811 2.1135
H -1.1954 1.2531 -0.2861
H -0.7037 -1.3408 1.8354
H -3.4631 -1.9967 -0.2360

Entry 3:
15
Properties=species:S:1:pos:R:3 method="wB97M-V/def2-TZVPD" lumo_ev=-0.6284 e_homo_ev=-9.998 homo_lumo_gap_ev=9.4
C 1.3941 -1.0674 0.2945
C 0.3388 0.0954 0.3830
C 0.1333 0.8720 1.4320
C -0.6827 -0.3088 -0.5281
C -1.8951 0.5956 -0.9333
C -1.9361 1.9447 -0.9291
H 0.7327 -2.0352 1.0052
H 1.5822 -1.4331 -0.9325
H -0.7153 1.5713 1.5080
H 0.9233 0.9253 2.3543
H -2.6749 -0.1036 -1.3936
H -1.0344 2.4314 -0.6266
H -2.6602 2.4422 -1.4227
O -0.3501 -1.4720 -1.0475
F 2.5037 -0.5346 1.0637

Entry 4:
14
Properties=species:S:1:pos:R:3 method="wB97M-V/def2-TZVPD" lumo_ev="-0.1226 / -0.8464" e_homo_ev="-7.727 / -7.465" homo_lumo_gap_ev="7.6 / 6.6"
C 0.1745 0.6153 1.0922
C 0.2382 0.2795 -0.1643
C 0.0287 -1.1792 -0.5873
C 0.0685 -0.8425 -2.0895
C 0.4000 0.6038 -1.6176
C 0.0862 0.8179 2.5642
I -0.8506 2.1802 -2.5587
H 0.6699 -1.7851 -0.0059
H -1.0364 -1.3218 -0.1823
H 0.8794 -1.3104 -2.6392
H -0.9594 -0.8715 -2.4721
H 1.1823 0.9075 2.9078
H -0.5736 0.0565 2.9609
H -0.3076 1.8497 2.7917

Entry 5:
18
Properties=species:S:1:pos:R:3 method="wB97M-V/def2-TZVPD" lumo_ev="-1.4553 / -1.4207" e_homo_ev="-8.823 / -8.839" homo_lumo_gap_ev="7.4 / 7.4"
C 1.8635 -0.9908 1.0305
C 1.5786 -2.1498 0.3655
C -0.5648 0.5680 -1.0473
C -1.9313 0.8470 -0.8734
C 3.2042 -0.7709 1.6203
C -3.0009 1.4272 -1.6893
N 1.2096 0.0365 0.4780
N -2.1639 0.6510 0.4248
N -0.1277 0.2220 0.2069
N -1.1568 0.3223 1.0895
I -0.1933 -3.2490 0.4429
H 0.3029 0.3651 -1.7882
H 4.0361 -0.4718 0.9912
H 3.0695 -0.0551 2.3655
H 3.6342 -1.5776 2.1682
H -3.9073 1.6259 -1.1643
H -3.1477 0.7162 -2.4576
H -2.7049 2.4838 -2.1633

Entry 6:
21
Properties=species:S:1:pos:R:3 method="wB97M-V/def2-TZVPD" lumo_ev="-3.5257 / -3.6291" e_homo_ev="-8.772 / -12.153" spin_multiplicity=8 homo_lumo_gap_ev="5.2 / 8.5" total_charge=+1
O 4.4533 -0.2214 -0.4674
C 3.3094 0.1299 -0.1547
O 3.0848 1.1107 0.6102
O 2.2777 -0.6376 -0.6072
C 1.1336 -0.6094 0.1021
C 0.7957 -1.6147 0.9820
Sm 6.1187 1.4596 0.9755
H 0.0854 -1.5574 1.8098
H 1.6262 -2.2845 1.2255
Li 1.3976 1.4735 1.3714
C -0.4925 -1.0645 -0.4662
C -1.3748 0.0820 -0.0059
O -2.6187 -0.0108 -0.6987
C -3.4272 1.0331 -0.6164
O -3.3389 1.9364 0.1797
O -4.2809 0.9829 -1.6305
H -1.0478 -2.0102 -0.4005
H -0.3149 -1.0099 -1.5507
H -0.9228 1.0659 -0.1878
H -1.5434 0.0451 1.0789
H -4.9205 1.7015 -1.5493

Entry 7:
21
Properties=species:S:1:pos:R:3 method="wB97M-V/def2-TZVPD" lumo_ev="-0.0308 / -0.3723" e_homo_ev="-7.639 / -7.640" spin_multiplicity=2 homo_lumo_gap_ev="7.6 / 7.3"
Li -1.6658 -0.7600 1.7400
O -1.3428 0.9296 0.3606
O 0.4608 2.0819 1.0795
C 0.7824 2.4924 -0.2488
C 1.9074 1.6382 -0.8275
O -0.6454 0.7642 2.4527
C -0.5570 1.2308 1.2995
H -0.1110 2.4496 -0.8822
H 1.1210 3.5317 -0.1702
H 2.7800 1.6528 -0.1645
H 2.1932 2.0712 -1.7970
Tl -1.3834 -0.5789 -1.0692
O 0.5223 -0.0258 -1.8434
O 2.0711 -0.6876 -0.3812
C 1.4083 -2.3265 -0.3481
C 0.3440 -2.3872 0.6399
O -0.8202 -1.8514 0.4338
C 1.4654 0.2117 -1.0739
H 1.0767 -2.4736 -1.3816
H 2.3035 -2.8908 -0.0782
H 0.5984 -2.7225 1.6566

Entry 8:
14
Properties=species:S:1:pos:R:3 method="wB97M-V/def2-TZVPD" lumo_ev=0.8436 e_homo_ev=-10.013 homo_lumo_gap_ev=10.9
N -0.5677 -1.4398 2.8868
C -0.5129 -0.7518 1.9593
C -0.4644 0.1338 0.7939
C -0.9000 -0.4733 -0.5283
C -0.3447 0.3519 -1.5190
C 0.7603 1.0061 -0.9809
C 0.9130 0.5994 0.3543
H -1.0843 1.0192 0.9921
H 0.3816 -1.3801 -0.3152
H -1.8146 -1.0487 -0.6329
H -0.6221 0.3369 -2.5672
H 1.4858 1.5864 -1.5401
H 1.1256 -0.9392 0.0478
H 1.6445 0.9994 1.0495

Entry 9:
14
Properties=species:S:1:pos:R:3 method="wB97M-V/def2-TZVPD" lumo_ev=0.7882 smiles=C#C[C@@H](C)CC#N e_homo_ev=-10.252 homo_lumo_gap_ev=11.0
C -0.0172 1.4298 0.7808
C 0.2676 -0.0972 0.6792
C -0.7028 -1.0544 -0.1751
C -1.8960 -0.3645 -0.6393
N -2.7655 0.2871 -1.0213
C 1.4970 -0.3476 -0.0697
C 2.1770 -0.5713 -1.0363
H 0.8201 2.0005 0.3724
H -0.9124 1.7209 0.2290
H -0.1477 1.7592 1.8179
H 0.2512 -0.5012 1.6939
H -0.1918 -1.4391 -1.0666
H -0.9409 -1.9443 0.4148
H 2.5615 -0.8780 -1.9797

Entry 10:
14
Properties=species:S:1:pos:R:3 method="wB97M-V/def2-TZVPD" lumo_ev=0.3009 e_homo_ev=-8.092 homo_lumo_gap_ev=8.4
C 2.1973 -0.1474 0.0501
C -1.4063 -0.5881 -0.4803
C -1.4824 0.6913 0.2200
C 0.9685 -0.0971 0.4584
C 4.6225 0.1430 -0.3072
C -0.1907 0.1829 -0.3869
N 3.4303 -0.1241 0.0318
H -1.6533 -1.6277 0.0098
H -1.9238 -0.6016 -1.3909
H -2.1200 1.4398 -0.1345
H -1.5225 0.5255 1.3293
H 0.6969 -0.1775 1.5735
H 5.3507 0.1353 0.3853
H 0.0194 0.4387 -1.4123

Entry 11:
14
Properties=species:S:1:pos:R:3 method="wB97M-V/def2-TZVPD" lumo_ev=0.9585 smiles="C=Cc1cc[nH]c1" e_homo_ev=-7.755 homo_lumo_gap_ev=8.7
C 0.2999 -1.3493 -0.0201
C 1.7295 -1.3440 -0.0935
N 2.0731 -0.0614 -0.5877
C 1.0139 0.8074 -0.4188
C -0.1735 0.0010 0.0369
C -1.4005 0.3299 0.7360
C -2.2849 1.2496 0.4232
H -0.3671 -2.2837 0.3884
H 2.3228 -2.1771 -0.3587
H 3.0332 0.3555 -0.8521
H 1.0409 1.6137 -1.2961
H -1.8129 -0.4599 1.3376
H -3.1617 1.2971 1.0395
H -2.3127 2.0211 -0.3344

Entry 12:
14
Properties=species:S:1:pos:R:3 method="wB97M-V/def2-TZVPD" lumo_ev=0.8145 e_homo_ev=-8.343 homo_lumo_gap_ev=9.2
C -1.6562 0.8226 -0.5434
C -0.3821 0.1700 -0.0675
C 0.2677 -1.2283 -0.0834
C 0.2402 -0.9900 1.4025
C 1.5983 -0.5607 -0.3915
N 0.9557 0.7735 -0.0971
C 0.4209 0.4321 1.2345
H -2.5441 0.3253 -0.1428
H -1.7168 0.7923 -1.6388
H -1.6914 1.8765 -0.2433
H -0.1313 -2.1399 -0.5271
H 2.3038 -0.7930 0.4165
H 2.0880 -0.6849 -1.3534
H 0.3096 1.2111 1.9751